Record 1
Formula: C46H37As2AuBrO3S3
Source: the Open Molecules 2025 dataset
Level of theory: ωB97M-V/def2-TZVPD

```
93
Properties=species:S:1:pos:R:3
Au -1.31 0.79 0.71
C 1.08 -1.63 0.27
C 0.62 -1.46 -1.17
As 1.49 0.00 -2.19
C 0.26 -0.10 -3.70
C 0.65 -0.42 -4.99
C -0.29 -0.42 -6.02
C -1.61 -0.11 -5.76
C -2.00 0.23 -4.48
C -1.07 0.24 -3.45
C 3.01 -1.03 -2.83
C 2.91 -2.30 -3.39
C 4.04 -3.00 -3.78
C 5.30 -2.44 -3.60
C 5.42 -1.17 -3.06
C 4.28 -0.47 -2.68
As 0.77 -0.10 1.41
C 2.24 1.13 1.35
C 3.38 0.75 0.64
C 4.51 1.55 0.69
C 4.50 2.73 1.44
C 3.37 3.08 2.16
C 2.24 2.28 2.13
C 0.66 -0.60 3.25
C 1.33 -1.75 3.65
C 1.35 -2.06 5.00
C 0.72 -1.24 5.92
C 0.06 -0.09 5.50
C 0.03 0.24 4.16
H 2.15 -1.83 0.36
H 0.55 -2.45 0.77
H -0.46 -1.28 -1.19
H 0.78 -2.41 -1.68
H 1.68 -0.67 -5.21
H 0.03 -0.68 -7.03
H -2.34 -0.12 -6.57
H -3.03 0.49 -4.27
H -1.39 0.53 -2.45
H 1.93 -2.75 -3.55
H 3.95 -3.98 -4.22
H 6.18 -2.98 -3.90
H 6.40 -0.72 -2.93
H 4.37 0.54 -2.28
H 3.41 -0.15 0.05
H 5.39 1.26 0.14
H 5.38 3.35 1.46
H 3.37 3.99 2.75
H 1.38 2.56 2.72
H 1.84 -2.39 2.94
H 1.87 -2.95 5.33
H 0.74 -1.49 6.97
H -0.42 0.55 6.22
H -0.49 1.13 3.83
Br -0.71 4.38 3.78
C 0.12 5.20 2.29
C 0.75 6.42 2.54
C 1.37 7.11 1.51
C 1.36 6.59 0.22
C 0.72 5.39 -0.03
C 0.10 4.67 1.00
C -0.51 3.38 0.58
O -0.81 3.14 -0.58
O -0.65 2.47 1.53
H 0.74 6.82 3.54
H 1.85 8.05 1.72
H 1.83 7.13 -0.59
H 0.69 4.97 -1.02
O -2.26 -0.55 -0.30
C -3.19 -1.53 0.18
C -2.93 -1.90 1.62
C -2.18 -2.93 2.11
C -2.12 -2.95 3.53
C -2.81 -1.91 4.09
S -3.55 -0.93 2.91
C -4.57 -0.91 0.02
C -5.75 -1.32 0.55
C -6.86 -0.56 0.09
C -6.48 0.41 -0.79
S -4.79 0.40 -1.07
C -3.06 -2.72 -0.75
C -2.53 -2.72 -2.00
C -2.70 -3.96 -2.68
C -3.36 -4.88 -1.92
S -3.79 -4.24 -0.39
H -1.73 -3.68 1.48
H -1.61 -3.70 4.11
H -2.95 -1.70 5.14
H -5.84 -2.15 1.25
H -7.88 -0.71 0.40
H -7.11 1.13 -1.29
H -2.07 -1.86 -2.45
H -2.34 -4.16 -3.68
H -3.63 -5.89 -2.17
```

As for the charge: +1. The value obtained for the max |F| is 0.536 eV/A. The calculation puts the gap between HOMO and LUMO at 5.29 eV. For the energy relative to the best compared isomer or geometry (same formula, charge and spin), the calculation gives 70.50 kJ/mol.

=====

Record 2
Formula: C46H37BaBrIN4O2PS2
Source: the Open Molecules 2025 dataset
Level of theory: ωB97M-V/def2-TZVPD

```
95
Properties=species:S:1:pos:R:3
Ba -0.09 -1.06 0.45
Br 0.59 -5.52 6.77
C 0.96 -4.75 5.08
C 0.14 -3.76 4.58
C 0.40 -3.21 3.34
C 1.52 -3.62 2.61
C 2.32 -4.65 3.12
C 2.05 -5.21 4.35
N 1.74 -3.01 1.35
C 2.90 -2.98 0.83
C 3.17 -2.39 -0.50
C 4.43 -2.55 -1.05
C 4.69 -2.04 -2.31
C 3.68 -1.35 -2.96
C 2.46 -1.20 -2.32
N 2.19 -1.72 -1.13
H -0.71 -3.41 5.15
H -0.29 -2.46 2.98
H 3.15 -5.03 2.54
H 2.67 -6.01 4.74
H 3.78 -3.40 1.33
H 5.20 -3.09 -0.50
H 5.66 -2.16 -2.77
H 3.84 -0.90 -3.93
H 1.67 -0.62 -2.79
S -1.86 0.15 2.58
C -0.77 0.88 3.76
C -1.34 1.23 4.99
C -0.61 1.81 6.02
C -1.27 2.13 7.25
N -1.81 2.38 8.23
C 0.75 2.08 5.82
C 1.32 1.75 4.60
C 0.61 1.15 3.55
S 1.52 0.84 2.08
C 1.55 2.68 6.84
N 2.20 3.15 7.66
H -2.39 1.02 5.14
H 2.37 1.96 4.44
I -3.21 -0.22 -1.18
C -3.04 0.51 -3.15
C -3.73 -0.25 -4.06
C -3.96 0.22 -5.37
C -3.56 1.48 -5.70
C -2.84 2.28 -4.77
C -2.52 3.61 -5.14
C -1.85 4.42 -4.28
C -1.37 3.89 -3.07
C -1.62 2.59 -2.68
P -0.53 1.95 -1.32
C 1.11 2.06 -2.15
C 2.24 2.12 -1.33
C 3.51 2.12 -1.89
C 3.67 2.03 -3.27
C 2.55 1.95 -4.08
C 1.28 1.97 -3.53
C -0.47 3.33 -0.14
C 0.51 4.32 -0.13
C 0.51 5.30 0.85
C -0.48 5.31 1.83
C -1.46 4.33 1.83
C -1.45 3.34 0.85
C -2.48 1.78 -3.49
H -4.17 -1.19 -3.76
H -4.50 -0.40 -6.07
H -3.78 1.90 -6.67
H -2.84 3.96 -6.11
H -1.63 5.45 -4.54
H -0.75 4.51 -2.44
H 2.12 2.19 -0.26
H 4.37 2.18 -1.24
H 4.66 2.04 -3.70
H 2.67 1.89 -5.16
H 0.42 1.93 -4.19
H 1.30 4.31 -0.87
H 1.28 6.06 0.85
H -0.46 6.06 2.61
H -2.21 4.30 2.61
H -2.19 2.55 0.90
C -3.41 -2.78 1.50
O -2.06 -2.99 1.11
C -1.85 -4.22 0.45
C -1.97 -4.07 -1.05
O -0.94 -3.19 -1.47
C -0.96 -2.97 -2.87
H -3.74 -3.58 2.17
H -4.07 -2.75 0.63
H -3.45 -1.83 2.04
H -2.55 -4.98 0.82
H -0.83 -4.55 0.70
H -2.94 -3.65 -1.32
H -1.86 -5.04 -1.54
H -0.85 -3.91 -3.41
H -0.12 -2.32 -3.11
H -1.89 -2.48 -3.17
```

As for the charge: 0. The value obtained for the max |F| is 0.578 eV/A. The calculation puts the gap between HOMO and LUMO at 5.22 eV. For the energy relative to the best compared isomer or geometry (same formula, charge and spin), the calculation gives 6.52 kJ/mol.